Computed, not measured: a 13-piece molecular cluster, C23H62Cl14O20P4 overall at a distorted geometry, with wB97M-V/def2-TZVPD.

## Properties
strongest force on any atom	1.651	eV/A
energy relative to the best compared isomer or geometry (same formula, charge and spin)	0.00	kJ/mol
gap between HOMO and LUMO	9.911	eV
net charge	0
E	-278284.3769	eV

Structure (XYZ):
```
123
Properties=species:S:1:pos:R:3:lowdin_charge:R:1
H 27.5751 -20.5099 19.0082 0.12
H 30.8218 -29.8715 19.8877 0.09
H 20.0769 -25.7978 15.4519 0.07
O 17.4767 -28.5824 18.3046 -0.22
C 23.5151 -27.0122 15.9429 -0.14
O 23.3461 -25.6791 16.3938 -0.25
H 18.2371 -28.5276 14.6268 0.10
C 27.0069 -28.8364 16.9678 -0.17
H 21.5214 -19.7005 14.1368 0.02
H 24.0596 -20.3451 18.1300 -0.03
H 16.0477 -26.1835 9.0418 0.09
H 31.3571 -30.6219 18.3244 0.08
H 26.9768 -21.6888 17.3127 0.08
H 27.6818 -28.0346 17.2607 0.05
P 28.3157 -30.1473 18.8343 0.35
H 21.3004 -21.0984 15.2053 0.03
H 22.7502 -30.5021 12.2726 0.02
C 19.7079 -31.0339 16.2769 -0.14
H 23.4794 -26.7961 19.1921 -0.05
O 18.5466 -30.4916 16.8832 -0.20
O 23.6300 -23.2163 16.2289 -0.25
C 18.2125 -27.7581 15.3959 -0.13
C 27.0835 -25.0294 16.1001 -0.97
H 23.2717 -23.7555 10.5301 0.11
H 20.3661 -24.8160 10.2154 0.09
H 20.1355 -29.1013 20.4967 0.08
H 26.1470 -21.0924 19.8766 0.11
H 24.5288 -24.7763 12.4291 0.03
Cl 17.0919 -24.8348 16.3875 0.55
H 30.0008 -32.8438 18.1063 0.09
H 15.9788 -26.0533 14.6838 0.03
Cl 24.4774 -30.6432 13.9109 0.52
H 20.3807 -28.9526 11.3592 0.08
H 31.5255 -28.9023 18.6624 0.09
H 17.4502 -25.1946 14.0792 -0.03
H 20.0282 -27.8781 12.7284 0.03
H 28.2681 -22.2147 20.7410 0.12
H 20.9337 -23.8945 11.5975 0.03
H 28.4168 -33.5260 18.1092 0.09
Cl 24.3938 -28.9106 19.1191 0.58
O 28.6319 -31.7062 19.0450 -0.21
H 19.4926 -31.3409 15.2535 0.08
O 19.1596 -28.1240 16.3998 -0.23
H 27.2102 -29.0466 15.9137 0.07
O 27.2620 -30.0657 17.6488 -0.23
C 21.9113 -20.6741 14.4148 -0.99
C 19.9175 -29.8167 19.6996 -0.11
H 22.9547 -18.9636 17.7390 0.02
C 28.9453 -32.5861 17.9586 -0.09
H 26.2084 -22.9081 10.1606 0.12
H 18.4113 -26.7903 14.9287 0.02
H 19.4658 -23.3304 10.7900 0.10
H 17.6795 -26.4637 8.4317 0.09
O 17.5409 -26.6892 12.6499 -0.23
H 26.4554 -24.1833 15.8267 0.02
H 17.2402 -27.5409 15.8503 0.07
Cl 21.0985 -25.8732 18.8689 0.58
C 23.8079 -19.3072 18.3084 -1.01
O 19.3531 -27.2218 10.8597 -0.21
O 19.3108 -24.9840 12.0390 -0.24
O 29.6313 -29.5469 18.1495 -0.22
H 20.6726 -30.5939 19.8410 0.09
C 27.8202 -22.5247 19.7969 -0.25
C 25.1943 -23.0881 9.7945 -0.25
H 22.5152 -21.9119 17.4296 0.07
C 19.6722 -25.0508 19.5896 -0.94
H 20.5547 -30.3566 16.3117 0.04
O 27.9040 -29.5127 20.0785 -0.23
H 25.9687 -28.5313 17.0133 0.01
C 20.0359 -24.2160 11.0632 -0.09
O 28.8919 -22.9065 18.9453 -0.07
Cl 26.7059 -25.4465 17.7628 0.62
H 27.1922 -23.4055 19.9558 0.10
H 19.6934 -25.3674 20.6248 0.03
O 23.5671 -24.6038 14.0364 -0.22
O 24.8652 -24.6702 11.5264 -0.08
H 24.8051 -22.1470 9.3990 0.12
Cl 15.5304 -23.7912 14.2022 0.50
O 25.2066 -24.0101 8.7046 -0.07
C 17.0522 -26.4873 9.3252 -0.09
C 16.5771 -25.1520 14.7194 -1.01
H 24.1461 -22.7280 11.6083 0.10
P 23.0676 -24.4523 15.4061 0.39
Cl 21.6513 -21.6838 12.9772 0.58
P 18.3589 -26.1849 11.5319 0.42
H 21.0115 -25.6442 13.9864 0.09
H 23.9888 -27.0858 14.9675 0.05
H 18.7582 -25.3541 19.0931 0.01
Cl 23.4599 -18.9825 20.0473 0.49
H 17.0515 -27.5184 9.6780 0.09
H 25.4020 -24.8748 9.0865 0.08
H 22.5146 -27.4537 15.8632 0.05
O 21.4832 -24.3135 15.5341 -0.23
H 21.2835 -27.4719 11.5615 0.09
Cl 23.0390 -27.6223 21.3805 0.49
H 20.0162 -31.9675 16.7539 0.09
H 23.8165 -22.7980 18.2275 0.09
Cl 25.2461 -18.4151 17.7860 0.51
Cl 23.6025 -20.4826 14.8467 0.59
O 20.0192 -29.1441 18.4561 -0.24
C 22.7950 -30.7075 13.3362 -0.96
H 22.3369 -31.6667 13.5458 0.03
H 28.1063 -24.6966 15.9474 0.04
H 24.9704 -26.9141 20.2351 0.02
H 23.9935 -27.6363 16.6966 0.04
H 19.7606 -24.3917 14.4312 0.08
C 20.5417 -25.0624 14.7828 -0.09
C 24.0415 -27.3698 19.9178 -0.98
C 24.2881 -23.5509 10.8929 -0.28
O 26.3330 -21.8039 18.0190 -0.11
P 18.6711 -29.0592 17.5809 0.38
C 23.0280 -22.8730 17.4765 -0.11
C 26.9805 -21.3990 19.2415 -0.23
O 17.5708 -25.5538 10.2853 -0.20
H 22.3290 -23.6290 17.8313 0.02
Cl 19.7570 -23.2988 19.4013 0.53
H 28.5162 -23.3147 18.1588 0.03
H 28.7945 -32.1410 16.9785 0.09
C 30.8786 -29.7694 18.8039 -0.10
Cl 26.7143 -26.3270 14.9456 0.62
C 20.2916 -27.9147 11.6739 -0.13
Cl 21.8127 -29.4357 14.0858 0.62
H 18.9557 -30.2794 19.9225 0.09
```

=====

Computed, not measured: a 8-piece molecular cluster, C23H64ClN2O21S5 overall at a distorted geometry, with wB97M-V/def2-TZVPD.

## Properties
strongest force on any atom	3.712	eV/A
energy relative to the best compared isomer or geometry (same formula, charge and spin)	0.00	kJ/mol
gap between HOMO and LUMO	7.989	eV
net charge	+1
E	-137545.2312	eV

Structure (XYZ):
```
116
Properties=species:S:1:pos:R:3:lowdin_charge:R:1
C -1.8922 -0.4860 2.8304 -0.28
H 3.8690 -6.1056 -1.4567 0.08
O 3.6223 4.0429 -3.6211 -0.26
S 4.1011 -4.3330 0.2181 0.64
H 1.1505 -2.4935 1.2024 0.08
H 5.0546 0.7634 -3.2125 0.06
H 2.1965 -6.0005 4.1248 0.10
O -3.4980 -3.1459 -3.3076 -0.27
H -0.6848 5.8360 -0.8360 0.07
C 4.8776 -2.0204 -0.7926 -0.23
H -4.0962 4.1289 -0.7639 0.11
H -1.5640 5.7191 2.9623 0.11
O 4.4173 -3.3706 -1.0753 -0.26
H 4.0586 -0.2533 0.3480 0.09
C -0.3815 5.1636 4.7306 -0.06
H 1.3159 -1.9323 3.6801 0.11
S -5.0242 0.8756 -1.6156 0.65
C -0.3065 5.2393 -0.0071 -0.10
C 1.9145 4.1275 -5.3743 -0.07
H 0.4247 4.5666 -0.4565 0.05
H -3.8384 1.6466 -3.5964 0.08
O -6.2675 1.3323 -2.1708 -0.28
C 2.2448 3.7129 -3.9275 -0.24
H 4.0965 -1.8025 1.1837 0.06
C -4.8897 3.4231 -1.0187 -0.26
S 4.7769 2.9929 -4.0441 0.65
H 3.2928 1.1814 -3.3076 0.04
H -5.0271 -4.4897 -5.3716 0.08
O -0.2285 2.0565 -1.4485 -0.35
O 0.3941 5.0314 2.4546 -0.28
C -4.0328 -4.0704 -5.5526 -0.07
H -1.2148 4.0468 3.1040 0.10
H 1.9894 2.6659 -3.7805 0.10
C -3.7016 0.8270 -2.8997 -0.07
H -2.1699 -1.4322 -2.0909 0.05
H 0.4480 -5.2225 2.5353 0.15
H -1.0965 4.6290 0.4237 0.06
H -0.4224 -1.9859 -2.0943 0.06
H -4.8268 -2.3333 -4.5917 0.12
S 0.4924 6.2301 1.2868 0.66
H -2.8665 -1.7404 4.2854 0.17
H -3.7049 -0.1690 -3.3333 0.04
C -0.7747 5.0377 3.2786 -0.32
S -1.9409 -3.5863 -3.0114 0.65
Cl 0.6239 1.2279 -0.6177 0.66
H 2.5770 -3.8367 2.8301 0.12
C -1.3569 -1.8946 -2.6423 -0.10
H -3.7013 0.4543 3.5680 0.10
H 4.4048 1.7163 -1.9615 0.07
C -3.2600 0.1345 2.6243 -0.01
C -0.7736 0.5787 2.9695 -0.14
H 5.0148 -1.5927 -1.7824 0.13
H 0.1288 6.1081 4.9072 0.09
O -4.3254 2.1110 -0.7334 -0.29
H 2.2242 -0.1237 2.1316 0.08
C 0.4411 -4.3266 3.1560 -0.14
O 1.6137 2.1060 -0.0136 -0.35
O -5.0035 -0.3475 -0.8356 -0.30
C 4.2851 1.5128 -3.0237 -0.10
H -0.2233 -4.5836 3.9874 0.14
H -1.1914 -1.3986 -3.5957 0.08
H 1.0783 -2.7310 5.0297 0.17
H 1.6695 4.3283 -3.2389 0.12
C -3.8728 -2.8518 -4.6607 -0.28
H -3.8957 -0.5710 2.0871 0.09
H -3.1663 0.9674 1.9272 0.10
H 0.1378 4.2595 5.0396 0.07
H -6.9753 3.1957 -0.5236 0.07
H -1.6110 -1.1165 1.9830 0.12
C 4.0060 -1.3301 0.2047 -0.09
H 2.9944 -1.5692 -0.1396 0.07
H -3.1464 -2.2040 -5.1580 0.11
H 1.3970 1.3822 2.0525 0.07
H 5.5861 -5.8464 -0.7657 0.07
O -1.9040 -4.3541 -1.7831 -0.30
O 0.4525 -0.1372 3.2522 -0.23
C 1.5893 0.5421 2.7212 -0.08
O 6.0510 3.4542 -3.5267 -0.28
C 4.5180 -5.9340 -0.6033 -0.07
H -1.4549 -2.4085 3.7526 0.12
H 1.9339 -5.0827 5.5852 0.09
H -5.9797 3.5055 0.9808 0.08
H -1.5550 -1.3177 4.8707 0.17
C 2.3961 -5.0391 4.5954 -0.02
H -3.9601 -3.8593 -6.6165 0.09
H -0.4716 -2.0376 0.9268 0.08
O -0.2806 -3.2105 2.6049 -0.24
O 2.6731 -4.2619 0.4587 -0.32
H 0.8558 4.3617 -5.4859 0.08
N 1.7764 -2.6082 4.3002 0.25
H 0.0102 -3.6904 0.5403 0.10
H -3.3849 -4.8940 -5.2564 0.07
O 1.3074 0.2314 -1.4005 -0.34
C 0.1328 -2.8824 1.2596 -0.04
H -6.2947 4.7035 0.0931 0.08
O 1.8877 6.4600 1.0127 -0.26
H 2.2575 3.3131 -6.0070 0.06
O -0.3696 7.2950 1.7338 -0.29
H 2.6831 -2.1888 4.4965 0.19
O -0.2126 0.6909 0.4189 -0.39
H -0.8211 1.3880 3.6996 0.14
C 1.8572 -3.9651 3.6377 -0.30
H 3.4535 -4.9080 4.8229 0.09
H 2.1540 0.9246 3.5761 0.10
H 5.8531 -2.1836 -0.3222 0.12
O -1.2673 -4.0368 -4.2119 -0.28
H -5.1062 3.6755 -2.0554 0.12
O 5.0187 -4.1213 1.3211 -0.29
H 4.1690 -6.5877 0.1964 0.06
H 2.4428 5.0316 -5.6743 0.08
N -1.9295 -1.5153 3.9329 0.21
C -6.0796 3.6424 -0.1001 -0.08
H -0.7208 0.9927 1.9643 0.07
H -1.3348 5.2455 5.2619 0.08
O 4.5501 2.7555 -5.4528 -0.29
H -2.8630 0.9494 -2.2159 0.05
```

=====

| no. | E_HOMO (eV) |
| --- | --- |
| 1 | -9.8988 |
| 2 | -11.8729 |